Here is a structure of composition C4H12N2 at a distorted geometry from OMol25. Energies are from wB97M-V/def2-TZVPD.

Positions of all 18 atoms, in Å:
C  -1.56462  -0.63765  1.02419
C  -0.87239  -1.21581  -0.19841
C  -0.06957  -0.09517  -0.92865
C  1.86423  1.36481  -0.94704
N  1.38964  -0.03359  -0.77198
N  -0.11519  -0.12774  1.91271
H  -1.77256  0.44099  0.65116
H  -1.06104  -0.97900  2.06205
H  -0.27167  -2.04404  0.24346
H  -1.47281  -1.73596  -0.98513
H  -0.56273  0.92250  -0.59665
H  -0.13608  -0.24551  -2.03958
H  1.67248  1.60311  -2.00787
H  1.37590  2.14407  -0.31334
H  2.99101  1.38556  -0.73041
H  1.39843  -0.36952  0.19079
H  -0.29758  0.82376  2.16433
H  -2.49546  -1.20081  1.27036

Cartesian forces (eV/Å) of the 6 atoms listed first:
-0.7 3.5 -4.7
1.0 -1.0 -0.4
-0.5 0.8 -1.5
1.2 -0.9 0.3
-0.9 0.2 1.5
-0.9 -3.5 -0.2

**ΔE to the lowest compared entry with this formula, charge and spin**: 554.1 kJ/mol
**E_LUMO**: 0.890 eV
**HOMO level**: -8.625 eV
**Charge**: 0
**E_tot**: -268.9053 hartree
**Strongest force on any atom**: 5.9 eV/A